[1]
The following is a quantum chemistry calculation of 4 unconnected molecules or ions with the total composition C3H6N2O2 in a non-equilibrium geometry, from the OMol25 dataset.

Computed properties:
orbital gap (spin up / spin down): 7.863 / 7.862 eV

XYZ file:
```
13
C3H6N2O2 (wB97M-V/def2-TZVPD)
O -3.382 1.236 0.752
O -4.561 0.153 -0.866
N 1.112 -2.054 0.802
N -1.093 0.918 -1.720
C -3.947 0.651 -0.063
C 2.062 1.047 0.143
C -0.060 0.866 -1.181
H 1.956 -1.655 1.076
H 0.529 -1.356 0.335
H 1.758 0.207 0.773
H 2.505 0.824 -0.787
H 1.963 2.080 0.518
H 1.157 -2.917 0.218
```

---

[2]
The following is a quantum chemistry calculation of a molecular structure, CH3ClO2S in a non-equilibrium geometry, from the OMol25 dataset.

Computed properties:
orbital gap: 9.216 eV

XYZ file:
```
8
CH3ClO2S (wB97M-V/def2-TZVPD)
Cl 0.320 2.040 0.208
S 0.038 -0.760 1.771
O -1.125 0.065 -0.798
O 1.031 -0.262 -1.043
C 0.132 0.267 -0.250
H -1.221 -0.958 -0.814
H -1.188 -0.357 1.659
H 2.012 -0.034 -0.734
```

---

ΔE to the lowest compared entry with this formula, charge and spin, respectively: 492.3 180.4 kJ/mol.